Record 1
# C5H10N2O

A cluster of 2 separate species, C5H10N2O in total (ωB97M-V/def2-TZVPD, OMol25).

Properties
HOMO-LUMO gap, eV: 10.120
LUMO energy, eV: 0.8
Total energy, Eh: -381.2221
SMILES: [H]/N=C(/C)C(N)=O.C=C

Last column: Löwdin charge in e.
Geometry (Å):
H (-1.61419, -0.59763, -1.60362)  0.0591
H (-2.92317, 0.62855, 0.06683)  0.0602
C (-2.22519, 1.13680, -0.57950)  -0.0828
H (-1.00735, 0.99407, -2.29415)  0.0625
N (1.46159, -0.52610, -1.12240)  0.1633
H (-0.99135, 1.06783, 1.18956)  0.0432
H (2.37058, -1.04566, 1.60587)  0.0871
O (1.13657, 1.58944, -0.39399)  0.0549
C (0.91571, 0.39784, -0.28331)  -0.5397
H (1.04188, -1.41587, 2.74258)  0.0808
H (1.87719, -0.19148, -1.97860)  0.1147
H (1.26692, -1.50774, -1.03426)  0.0971
H (-2.27453, 2.21484, -0.59203)  0.0644
H (1.10797, -2.19060, 1.15546)  0.0737
C (-1.51417, 0.47223, -1.49808)  -0.0878
N (-0.43356, 0.38860, 1.77880)  0.1586
C (0.49821, -0.14556, 1.14226)  -0.3597
C (1.30690, -1.26955, 1.69856)  -0.0498

Record 2
# CH3O4P

The molecule CH3O4P (ωB97M-V/def2-TZVPD, OMol25).

Properties
HOMO-LUMO gap, eV: 10.037
LUMO energy, eV: -0.4
Total energy, Eh: -682.2292

Last column: Löwdin charge in e.
Geometry (Å):
H (0.88709, 0.68759, 0.81425)  0.1538
O (-1.42636, 1.50134, 0.25566)  -0.3192
O (-2.74878, -0.56843, 0.22320)  -0.3050
O (2.26763, -0.79931, 0.25300)  0.1447
H (3.00937, -0.20927, 0.68739)  0.2065
C (1.13152, -0.19250, 0.19387)  -0.3208
P (-1.74313, 0.25174, -0.38957)  0.4610
H (-1.50834, -0.06773, -1.64471)  0.0210
O (0.13100, -0.60342, -0.39308)  -0.0419

Record 3
# C30H31FN4O5SiV

A structure of composition C30H31FN4O5SiV (ωB97M-V/def2-TZVPD, OMol25).

Properties
HOMO-LUMO gap (spin up / spin down), eV: 7.298 / 7.330
LUMO energy (spin up / spin down), eV: -3.4 / -3.3
Multiplicity: 3
Total energy, Eh: -3090.3218
Net charge: +1

Last column: Löwdin charge in e.
Geometry (Å):
N (-1.16751, 6.64333, -0.43138)  0.1362
H (0.57204, -3.20030, 5.25067)  0.1421
C (1.47968, -3.55492, -2.72112)  -0.0587
H (3.65811, 4.20427, -3.50246)  0.0853
C (2.45163, -2.59394, -2.96641)  -0.0623
C (1.04286, -3.40822, 4.30042)  0.0892
H (-1.00405, -3.87928, 1.96856)  0.0267
O (0.12809, -0.37841, 2.49880)  -0.1920
Si (-2.13206, -2.63051, 0.17270)  0.4201
H (-2.50087, -4.67874, 1.46515)  0.0475
H (1.73426, -7.58738, 3.88458)  0.1408
H (-3.37219, -0.54806, 0.78435)  0.0317
H (-0.67280, 2.51618, 1.77140)  0.1368
H (3.30097, -6.98362, 4.53041)  0.1423
C (-1.85694, 1.50489, -1.12140)  -0.1044
C (1.64784, 4.63440, -2.86435)  -0.2724
O (1.67785, -5.72694, 4.78544)  0.0517
C (0.41277, -1.12730, 3.58663)  -0.5059
C (2.28593, -3.91640, 1.79288)  0.0335
V (-0.22537, -0.21004, 0.74893)  1.0681
H (1.54846, -4.51626, -3.21201)  0.1156
C (-1.16271, 2.59554, 0.80646)  -0.0258
H (1.11481, 5.47495, 0.38885)  0.1227
H (-1.04049, -4.84233, 0.48976)  0.0355
C (2.37398, -1.36238, -2.32505)  0.0033
F (1.19472, 0.03905, -0.77706)  -0.0393
C (2.37349, -6.71617, 4.02438)  -0.0984
C (-0.39140, 5.90997, -2.60507)  -0.0274
C (1.60606, -4.61667, 4.00294)  -0.1953
H (-1.35173, 7.61326, -0.64027)  0.1625
H (2.71754, 4.27589, -1.04051)  0.1176
H (2.45281, 4.09020, -4.78650)  0.0786
C (1.83398, 4.71948, -1.48563)  -0.0323
H (2.57059, 2.82204, -3.56784)  0.0750
H (1.78065, -1.89682, 1.33487)  0.0927
H (-2.45951, -1.16751, 2.18347)  0.0309
N (-1.47771, 4.93588, 1.17183)  0.1451
C (-2.36747, 2.68307, -1.62465)  -0.0065
O (2.67776, -6.13988, 2.74569)  0.0514
C (2.63643, 3.90001, -3.73057)  -0.0439
C (-2.26941, 3.84550, -0.88322)  0.0329
C (1.31006, -1.18185, -1.49033)  -0.1823
H (-3.44595, -2.10279, -1.85350)  0.0358
N (-0.69331, -1.68942, -0.29704)  -0.1640
H (0.37136, 5.22468, -4.48148)  0.1157
H (-3.93760, -1.95016, 1.67951)  0.0529
H (-2.69340, 4.76751, -1.25380)  0.1290
H (-1.90899, 0.57233, -1.66605)  0.1176
C (1.08542, -2.42576, 3.29699)  -0.1465
C (1.70399, -2.67898, 2.08047)  -0.0388
H (-1.58655, 4.80474, 2.16588)  0.1604
C (-3.04132, -1.45287, 1.30029)  -0.1562
O (-2.05030, 7.08238, 1.61352)  0.1042
C (0.93456, 5.39218, -0.67571)  -0.0197
H (-4.06839, -3.53012, -1.02496)  0.0453
C (-1.63750, 3.82153, 0.36030)  -0.2081
N (-1.26422, 1.47121, 0.08169)  -0.0526
C (0.29591, -2.08361, -1.20695)  -0.2886
H (3.26938, -2.79809, -3.64225)  0.1141
C (-1.59154, 6.29441, 0.82391)  -0.5252
C (-1.61631, -4.14764, 1.10412)  -0.1393
H (-1.26718, 6.37530, -3.04230)  0.1209
C (-3.15403, -3.01372, -1.32683)  -0.1536
H (-0.31260, -4.08763, -1.67443)  0.1002
H (-2.85432, 2.68830, -2.58924)  0.1246
H (3.11168, -0.58499, -2.46780)  0.1290
C (2.20915, -4.86910, 2.77678)  -0.2084
O (0.10889, -0.76534, 4.68623)  0.1431
C (0.42321, -3.31492, -1.85339)  -0.0122
C (0.52974, 5.25517, -3.41026)  -0.0325
H (2.77803, -4.11365, 0.85073)  0.1259
H (-2.63140, -3.65902, -2.03458)  0.0305
C (-0.19756, 5.97409, -1.23314)  -0.2722

Record 4
# C2HF3O

The molecule C2HF3O (ωB97M-V/def2-TZVPD, OMol25).

Properties
HOMO-LUMO gap, eV: 11.369
LUMO energy, eV: 0.0
Total energy, Eh: -451.6345
SMILES: O=CC(F)(F)F

Last column: Löwdin charge in e.
Geometry (Å):
F (0.09086, -1.00976, -1.25401)  0.1108
F (-0.77529, -0.88779, 0.73894)  0.1374
F (1.34455, -0.56900, 0.51084)  0.1086
C (0.13569, -0.31713, -0.07153)  -0.5132
H (0.72965, 1.71880, -0.87232)  0.1356
O (-0.90944, 1.83623, 0.33377)  0.1397
C (-0.03489, 1.28218, -0.22176)  -0.1189

Record 5
# CHLiNiO2

A structure of composition CHLiNiO2 (ωB97M-V/def2-TZVPD, OMol25).

Properties
HOMO-LUMO gap (spin up / spin down), eV: 6.397 / 6.346
LUMO energy (spin up / spin down), eV: -0.7 / -0.6
Multiplicity: 3
Total energy, Eh: -1704.8628

Last column: Löwdin charge in e.
Geometry (Å):
Li (0.67913, -1.65179, 0.47870)  0.7290
O (-1.02399, 0.03101, -0.05177)  -0.4155
Ni (0.59178, 0.80153, -0.62180)  0.6316
H (-2.70177, 0.72006, 0.56357)  -0.0322
O (1.79301, -0.46082, -0.18805)  -0.7602
C (-2.28488, 0.01945, -0.22687)  -0.1526